# 1
C7H16N2O2 | ωB97M-V with the def2-TZVPD basis set

XYZ file:
```
27
Properties=species:S:1:pos:R:3:forces:R:3
C 3.533122 0.171914 0.567350 4.0 -0.6 3.0
N 2.270107 0.148016 -0.062759 1.3 -1.1 -6.1
C 1.190808 -0.411055 0.567169 -5.1 -3.0 2.9
O 0.931910 -1.881613 0.310267 0.9 -1.1 -0.7
C 0.028201 -1.081808 -0.123012 1.9 3.2 1.9
N -1.185199 -0.916242 -0.382271 0.6 0.4 0.2
C -2.000630 -2.028261 -0.674408 -2.7 -0.6 -3.3
C -1.809772 0.445751 -0.205323 1.9 1.8 0.1
C -2.060429 0.676663 1.269782 2.3 -4.2 0.2
C -0.789867 1.603302 -0.706731 -2.0 1.2 0.8
O 0.143905 1.090349 -1.560156 1.5 0.5 -4.6
H 4.236600 0.909204 0.142735 -0.7 -0.2 -0.1
H 3.391416 0.420554 1.629670 0.1 0.1 -0.3
H 4.104082 -0.798592 0.566027 -1.1 0.7 -0.2
H 2.416849 -0.409741 -1.033648 -0.6 1.2 2.2
H 2.087614 1.064319 -0.462360 -0.9 0.7 0.1
H 0.962276 -0.314503 1.689811 1.1 0.7 -1.8
H -2.832683 -2.083246 -0.041131 -1.5 0.7 1.2
H -1.616259 -3.005902 -0.477371 1.2 -0.4 -0.6
H -2.491547 -1.872340 -1.743420 1.4 -0.7 2.0
H -2.714112 0.388328 -0.751885 -0.8 0.1 -0.7
H -1.160391 1.015067 1.818214 -0.5 -0.2 -0.3
H -2.363927 -0.344725 1.663732 0.3 1.2 0.1
H -2.841332 1.277062 1.456638 -2.7 2.5 0.5
H -1.310959 2.579716 -1.106364 0.6 -2.1 0.8
H -0.212995 1.904599 0.181071 -0.5 0.2 0.0
H 0.093225 1.453186 -2.531625 -0.1 -1.0 2.8
```
Forces are in eV/Å.

Calculated total energy: -535.5261 Eh
HOMO: -0.6835 Eh
SMILES string: C[NH2+][C@@H]1O/C1=[N+](\C)[C@@H](C)CO
HOMO-LUMO gap: 10.881 eV
Charge: +2

=====

# 2
C7H16N3P | ωB97M-V with the def2-TZVPD basis set

XYZ file:
```
27
Properties=species:S:1:pos:R:3:forces:R:3
C 1.476984 2.372409 -1.312317 0.3 -0.7 0.6
C 1.107297 1.226956 -1.237041 0.5 -1.2 -0.5
C 1.935151 3.744426 -1.161937 -1.9 0.6 -0.6
C -2.061296 -1.022895 -0.796478 -0.8 2.9 -1.8
C -2.719339 0.935242 0.621535 -1.4 1.0 3.2
C 0.869117 -2.383141 -0.890140 2.9 -2.6 -3.2
C 1.713747 -2.244588 1.224256 0.5 1.9 0.5
N -0.668765 -0.708803 2.524857 0.6 0.5 1.3
N -1.762199 -0.100258 0.340261 -0.3 -0.7 -1.6
N 0.713577 -1.869099 0.270859 -1.4 3.0 4.4
P -0.257334 -0.164274 1.120151 -0.8 -1.9 -1.1
H 2.870873 3.887054 -0.675447 0.9 -0.3 0.2
H 1.906371 4.249691 -2.139057 0.2 0.0 0.4
H 1.179559 4.237671 -0.530239 0.2 0.1 -0.2
H -3.145758 -1.300446 -0.987837 1.1 0.8 0.8
H -1.684989 -0.556535 -1.813750 -0.5 -1.1 1.8
H -1.571893 -1.881481 -0.511886 1.1 -2.1 -0.2
H -2.485434 1.522864 1.603569 0.0 -1.3 -1.5
H -2.808983 1.731920 -0.091531 0.1 0.1 -1.0
H -3.799409 0.554208 0.842782 1.9 0.1 -0.6
H 0.333919 -2.067168 -1.699658 -1.5 0.7 -2.0
H 1.043482 0.119051 -1.289466 -0.1 1.5 0.0
H 1.821577 -2.970574 -1.122618 -1.4 0.9 0.3
H 2.397492 -1.424612 1.490574 -0.4 0.6 0.1
H 1.228391 -2.527582 2.120432 0.0 -1.0 1.0
H 2.441753 -2.874397 0.779437 0.1 -1.5 -0.2
H -0.073890 -0.485639 3.320690 0.1 -0.3 -0.1
```
Forces are in eV/Å.

Calculated total energy: -781.6518 Eh
HOMO (spin up / spin down): -0.1869 / -0.3288 Eh
Spin multiplicity: 3
HOMO-LUMO gap (spin up / spin down): 5.909 / 6.947 eV
Charge: 0

=====

# 3
C7H16NO2S | ωB97M-V with the def2-TZVPD basis set

XYZ file:
```
27
Properties=species:S:1:pos:R:3:forces:R:3
C 1.845959 1.349402 0.383558 -0.4 0.2 -1.5
C 1.274738 2.549527 1.000899 0.0 1.0 0.8
C 0.340129 1.742838 0.174434 0.8 -2.3 -1.2
C -0.245054 2.077045 -1.192467 -1.0 -1.7 0.7
C -1.638707 -1.859992 0.150688 -2.5 -2.0 0.7
C 0.007686 -0.926695 -1.260582 0.8 1.2 -0.1
C 0.676592 -1.994181 0.937663 -2.2 -1.6 -3.5
N -0.353441 -1.204443 0.116649 1.8 0.9 -0.2
O -0.121143 0.300236 2.322509 0.8 -0.3 1.9
O -2.525801 -1.219757 -0.714774 -3.2 -1.1 -0.9
S -0.723512 0.574712 1.061469 -0.8 1.0 -1.7
H 2.477172 1.340260 -0.534041 -0.5 0.3 1.0
H 1.943733 0.532482 1.041259 0.5 -0.9 0.6
H 1.068874 2.495109 2.086128 0.4 0.3 -0.7
H 1.561080 3.516873 0.572778 -0.3 -0.3 0.4
H -0.962587 1.260253 -1.506798 0.7 1.4 0.3
H 0.367260 2.303532 -2.035599 1.2 -0.2 -0.2
H -0.783468 2.941056 -1.021361 -1.6 1.9 0.0
H -1.658714 -2.948293 -0.293041 1.0 1.5 1.8
H -2.028144 -1.673469 1.207555 0.5 -1.2 -1.0
H -3.385756 -1.838917 -0.862116 3.1 2.2 0.6
H -0.853577 -0.515503 -1.745811 -0.1 0.1 -0.3
H 0.834401 -0.236168 -1.256832 0.1 0.4 0.0
H 0.359091 -1.730221 -1.831843 0.2 -1.9 -0.4
H 0.467340 -2.973300 0.466642 0.5 -0.1 0.7
H 1.721738 -1.855041 0.832084 0.7 1.2 -0.4
H 0.334114 -2.007342 1.900951 -0.6 0.0 2.6
```
Forces are in eV/Å.

Calculated total energy: -879.3511 Eh
HOMO: -0.5037 Eh
HOMO-LUMO gap: 9.640 eV
Charge: +1

=====

Calculated relative energy (zero: lowest compared OMol25 entry of this formula, charge and spin) (eV), listed in the same order as above: 0.960; 1.436; 2.658